Record 1
The molecule C3H9N3OS. Source: OMol25; level of theory: ωB97M-V/def2-TZVPD.

Last column: Mulliken charge in e.
Geometry (Å):
C  2.55053  -0.94636  0.01340  -1.179
C  1.39512  0.04814  0.12171  -0.151
N  0.13067  -0.66819  0.15027  -0.518
C  -0.93617  -0.08915  -0.23044  0.370
N  -1.09525  1.24187  -0.62802  -0.187
O  -0.59615  2.14935  0.33754  -0.429
N  -2.07450  -0.89410  -0.43145  -0.334
S  -3.60548  -0.42736  0.14605  -0.199
H  3.53322  -0.42457  0.00947  0.353
H  2.50577  -1.64361  0.85287  0.320
H  2.47371  -1.55794  -0.91075  0.286
H  1.48635  0.64428  1.03774  0.298
H  1.47191  0.75987  -0.73360  0.234
H  -2.07090  1.46241  -0.78238  0.330
H  0.11183  2.63344  -0.14348  0.343
H  -1.88029  -1.86872  -0.30194  0.316
H  -3.40037  -0.41936  1.49302  0.146

Computed properties:
largest force on an atom = 0.991 eV/A
frontier orbital gap = 9.935 eV
E_HOMO = -9.21 eV
structure (SMILES) = CC/N=C(\NO)NS
lowest unoccupied orbital energy = 0.7288 eV
relative energy (zero: lowest compared OMol25 entry of this formula, charge and spin) = 51.15 kcal per mole

***

Record 2
A 3-piece molecular cluster, C3H9N3S overall at a distorted geometry. Source: OMol25; level of theory: ωB97M-V/def2-TZVPD.

Last column: Mulliken charge in e.
Geometry (Å):
C  -0.07445  0.93749  1.98635  -0.941
C  1.80928  1.79673  0.49734  -0.621
C  -0.37918  -0.85800  -0.48917  0.101
H  0.64572  1.05947  2.78898  0.406
H  -0.62859  1.96609  2.03286  0.332
H  -0.56510  -0.01600  2.25181  0.296
H  2.10938  2.87379  1.54642  0.240
H  2.71031  1.02355  0.05743  0.280
H  1.00083  2.27281  -0.61447  0.254
H  -0.39071  1.19112  -0.43216  0.325
H  -0.17301  -2.67401  0.39025  0.164
H  0.69124  -1.18510  1.08287  0.390
N  0.99336  0.66513  0.93254  -0.228
N  0.35857  0.39456  -0.30661  -0.364
N  0.13867  -1.79803  0.35380  -0.292
S  -1.49801  -0.78754  -1.74557  -0.341

Computed properties:
largest force on an atom = 7.437 eV/A
frontier orbital gap = 8.940 eV
E_HOMO = -8.41 eV
lowest unoccupied orbital energy = 0.5255 eV
relative energy (zero: lowest compared OMol25 entry of this formula, charge and spin) = 146.80 kcal per mole

***

Record 3
A 2-piece molecular cluster, C3H9N4OP overall at a distorted geometry. Source: OMol25; level of theory: ωB97M-V/def2-TZVPD.

Last column: Mulliken charge in e.
Geometry (Å):
C  -2.62847  -1.21589  0.21946  0.414
C  2.72351  -0.70851  -0.04367  -1.387
C  1.28648  -0.27989  0.27429  -0.167
N  -2.24028  -0.07195  0.41023  -0.490
N  -0.83436  2.59751  -1.35365  -0.678
N  -3.05328  -2.31244  -0.02832  -0.424
N  0.69442  0.67498  -0.62662  -0.268
O  -0.35136  2.03675  1.33692  -0.601
P  -0.44350  1.74167  -0.07565  0.865
H  2.69446  -1.09651  -1.03122  0.317
H  3.43531  0.11662  -0.01855  0.338
H  3.11427  -1.28191  0.71388  0.432
H  0.79802  -1.24517  0.26324  0.183
H  1.16060  0.13847  1.33624  0.395
H  -2.44702  0.49178  1.11500  0.223
H  -1.45133  3.38169  -1.06741  0.254
H  -2.88338  -3.30688  0.09659  0.287
H  0.42592  0.33968  -1.52075  0.308

Computed properties:
largest force on an atom = 5.239 eV/A
frontier orbital gap = 9.813 eV
E_HOMO = -9.37 eV
lowest unoccupied orbital energy = 0.4415 eV

***

Record 4
The molecule C3H9N5 at a distorted geometry. Source: OMol25; level of theory: ωB97M-V/def2-TZVPD.

Last column: Mulliken charge in e.
Geometry (Å):
C  1.62340  1.73743  -0.08552  -0.665
C  1.42345  0.31867  0.01175  0.506
N  2.47716  -0.40864  -0.02914  -0.448
N  2.12569  -1.79147  -0.22705  -0.447
N  0.22712  -0.40943  0.44681  -0.481
C  -0.92267  0.16364  0.05276  0.000
N  -2.06303  -0.69184  -0.13284  -0.143
N  -3.36032  -0.05162  -0.01852  -0.532
H  2.77758  1.73676  -0.56889  0.302
H  0.60823  2.37932  -0.56813  0.252
H  1.92276  2.12115  1.13353  0.181
H  2.75931  -2.47981  0.13466  0.234
H  1.14774  -1.96867  0.17712  0.301
H  -1.38088  1.29512  -0.18922  0.180
H  -1.67784  -1.65374  0.23635  0.272
H  -3.98926  -0.31127  0.74457  0.222
H  -3.69843  0.01440  -1.11825  0.266

Computed properties:
largest force on an atom = 5.929 eV/A
frontier orbital gap = 8.468 eV
E_HOMO = -7.74 eV
structure (SMILES) = CC(=N/N)/N=C/NN
lowest unoccupied orbital energy = 0.7295 eV
relative energy (zero: lowest compared OMol25 entry of this formula, charge and spin) = 154.08 kcal per mole

***

Record 5
C3H9N5 as an isolated structure at a distorted geometry. Source: OMol25; level of theory: ωB97M-V/def2-TZVPD.

Last column: Mulliken charge in e.
Geometry (Å):
C  1.59978  0.39242  0.47170  -0.313
C  1.51329  -0.77706  -0.37894  -0.930
C  0.17637  0.82336  1.26268  0.272
N  -0.17655  1.10434  2.33586  -0.632
H  1.78544  1.31233  -0.07837  0.251
H  2.25110  0.27248  1.33352  0.380
H  0.16460  -0.93533  -0.67651  0.354
H  1.88652  -0.66121  -1.39091  0.330
H  1.69458  -1.73363  0.10082  0.314
N  -0.75217  1.38772  -1.22718  -0.420
N  -1.60002  -1.51578  0.47685  -0.470
N  -1.18423  0.59547  -0.16376  -0.028
N  -1.13984  -0.66699  -0.52367  -0.157
H  -1.02337  2.34582  -1.04061  0.242
H  -1.12602  1.04632  -2.11083  0.269
H  -2.49092  -1.91288  0.21226  0.257
H  -1.57855  -1.07737  1.39707  0.281

Computed properties:
largest force on an atom = 2.974 eV/A
frontier orbital gap (alpha / beta) = 8.418 / 8.418 eV
E_HOMO (alpha / beta) = -8.57 / -8.57 eV
lowest unoccupied orbital energy (alpha / beta) = -0.1537 / -0.1538 eV
relative energy (zero: lowest compared OMol25 entry of this formula, charge and spin) = 145.12 kcal per mole

***

Record 6
An isolated ion of composition C3H9N5 and charge +2 at a distorted geometry. Source: OMol25; level of theory: ωB97M-V/def2-TZVPD.

Last column: Mulliken charge in e.
Geometry (Å):
N  1.99122  0.80203  1.03474  -0.415
C  1.74589  -0.48706  0.81938  0.082
N  0.61219  -1.07938  0.79151  -0.636
N  -0.59587  -0.78088  1.24145  0.276
C  -1.68665  -0.57206  0.56499  -0.019
N  -1.80180  -0.33969  -0.79391  -0.100
C  -1.00966  0.21438  -1.70572  0.199
N  0.13477  0.80621  -1.53305  -0.124
H  1.36414  1.40045  1.56119  0.265
H  2.95874  1.10479  1.05518  0.247
H  2.57500  -1.11062  0.49184  0.378
H  -0.74260  -0.99200  2.24122  0.319
H  -2.62924  -0.66419  1.09146  0.391
H  -2.71812  -0.62724  -1.14557  0.289
H  -1.40182  0.18640  -2.72335  0.397
H  0.59719  0.95047  -0.64355  0.147
H  0.60663  1.18838  -2.34780  0.303

Computed properties:
largest force on an atom = 2.294 eV/A
frontier orbital gap = 9.241 eV
E_HOMO = -18.54 eV
structure (SMILES) = N/C=N\[NH+]=C/NC=[NH2+]
net charge = +2
lowest unoccupied orbital energy = -9.2982 eV
relative energy (zero: lowest compared OMol25 entry of this formula, charge and spin) = 23.80 kcal per mole

***

What did the first record say?
The molecule C3H9N3OS. Source: OMol25; level of theory: ωB97M-V/def2-TZVPD.

Last column: Mulliken charge in e.
Geometry (Å):
C  2.55053  -0.94636  0.01340  -1.179
C  1.39512  0.04814  0.12171  -0.151
N  0.13067  -0.66819  0.15027  -0.518
C  -0.93617  -0.08915  -0.23044  0.370
N  -1.09525  1.24187  -0.62802  -0.187
O  -0.59615  2.14935  0.33754  -0.429
N  -2.07450  -0.89410  -0.43145  -0.334
S  -3.60548  -0.42736  0.14605  -0.199
H  3.53322  -0.42457  0.00947  0.353
H  2.50577  -1.64361  0.85287  0.320
H  2.47371  -1.55794  -0.91075  0.286
H  1.48635  0.64428  1.03774  0.298
H  1.47191  0.75987  -0.73360  0.234
H  -2.07090  1.46241  -0.78238  0.330
H  0.11183  2.63344  -0.14348  0.343
H  -1.88029  -1.86872  -0.30194  0.316
H  -3.40037  -0.41936  1.49302  0.146

Computed properties:
largest force on an atom = 0.991 eV/A
frontier orbital gap = 9.935 eV
E_HOMO = -9.21 eV
structure (SMILES) = CC/N=C(\NO)NS
lowest unoccupied orbital energy = 0.7288 eV
relative energy (zero: lowest compared OMol25 entry of this formula, charge and spin) = 51.15 kcal per mole

***

Q: Which of these has the highest largest force on an atom?
A: C3H9N3S

***

What did the sixth record say?
An isolated ion of composition C3H9N5 and charge +2 at a distorted geometry. Source: OMol25; level of theory: ωB97M-V/def2-TZVPD.

Last column: Mulliken charge in e.
Geometry (Å):
N  1.99122  0.80203  1.03474  -0.415
C  1.74589  -0.48706  0.81938  0.082
N  0.61219  -1.07938  0.79151  -0.636
N  -0.59587  -0.78088  1.24145  0.276
C  -1.68665  -0.57206  0.56499  -0.019
N  -1.80180  -0.33969  -0.79391  -0.100
C  -1.00966  0.21438  -1.70572  0.199
N  0.13477  0.80621  -1.53305  -0.124
H  1.36414  1.40045  1.56119  0.265
H  2.95874  1.10479  1.05518  0.247
H  2.57500  -1.11062  0.49184  0.378
H  -0.74260  -0.99200  2.24122  0.319
H  -2.62924  -0.66419  1.09146  0.391
H  -2.71812  -0.62724  -1.14557  0.289
H  -1.40182  0.18640  -2.72335  0.397
H  0.59719  0.95047  -0.64355  0.147
H  0.60663  1.18838  -2.34780  0.303

Computed properties:
largest force on an atom = 2.294 eV/A
frontier orbital gap = 9.241 eV
E_HOMO = -18.54 eV
structure (SMILES) = N/C=N\[NH+]=C/NC=[NH2+]
net charge = +2
lowest unoccupied orbital energy = -9.2982 eV
relative energy (zero: lowest compared OMol25 entry of this formula, charge and spin) = 23.80 kcal per mole